(1)
{"formula": "C5H11NO2", "method": "ωB97M-V with the def2-TZVPD basis set", "energy_ha": -402.20852, "molar_mass_g_mol": 117.15, "homo_energy_ha": 0.008, "gap_ev": 6.81, "smiles": "[O-]CCCCNC[O-]", "charge": -2, "multiplicity": 1, "largest_force_ev_per_a": 2.7, "symbols": ["O", "O", "N", "C", "C", "C", "C", "C", "H", "H", "H", "H", "H", "H", "H", "H", "H", "H", "H"], "xyz": [[3.642, -1.940, 0.649], [-3.360, 1.552, -1.396], [-1.521, 1.135, 0.172], [0.049, -0.775, 0.483], [-0.684, 0.153, -0.521], [2.662, -1.010, 0.684], [-2.391, 2.042, -0.610], [1.339, -1.378, -0.122], [-2.861, 2.644, 0.213], [3.006, -0.047, 0.193], [-1.392, -0.476, -1.083], [0.397, -0.101, 1.294], [1.352, -2.471, -0.133], [-0.542, -1.480, 1.054], [0.076, 0.575, -1.171], [-1.615, 2.609, -1.221], [1.552, -0.996, -1.113], [-2.092, 0.726, 0.890], [2.384, -0.760, 1.738]], "atomic_forces_ev_per_a": [[-0.083, -0.162, -0.185], [0.156, -0.401, 0.029], [1.034, 0.610, 0.228], [1.488, 1.701, -0.075], [-1.897, -1.443, 1.271], [0.536, -0.256, -0.356], [-0.283, -0.150, -0.856], [0.480, -0.221, 1.246], [0.531, 0.562, -0.124], [-0.248, 0.103, 0.426], [0.491, -0.036, -0.701], [-0.045, -0.020, -0.304], [-0.165, -0.024, -0.159], [-0.604, -0.455, -0.450], [-0.189, 0.482, -0.060], [-0.410, 0.335, 0.494], [-0.381, -0.166, -0.466], [-0.067, -0.640, 0.095], [-0.342, 0.182, -0.053]]}

(2)
{"formula": "C40H76Cl3FKLiNNaNbO7S", "method": "ωB97M-V with the def2-TZVPD basis set", "energy_ha": -4855.62583, "molar_mass_g_mol": 1002.41, "homo_energy_ha": -0.240, "gap_ev": 2.90, "charge": 1, "multiplicity": 1, "largest_force_ev_per_a": 7.2, "symbols": ["Nb", "K", "Cl", "Cl", "Cl", "S", "Na", "F", "O", "O", "O", "O", "O", "O", "O", "N", "C", "C", "C", "C", "C", "C", "C", "C", "C", "C", "C", "C", "C", "C", "C", "C", "C", "C", "C", "C", "C", "C", "C", "C", "C", "C", "C", "C", "C", "C", "C", "C", "C", "C", "C", "C", "C", "C", "C", "C", "Li", "H", "H", "H", "H", "H", "H", "H", "H", "H", "H", "H", "H", "H", "H", "H", "H", "H", "H", "H", "H", "H", "H", "H", "H", "H", "H", "H", "H", "H", "H", "H", "H", "H", "H", "H", "H", "H", "H", "H", "H", "H", "H", "H", "H", "H", "H", "H", "H", "H", "H", "H", "H", "H", "H", "H", "H", "H", "H", "H", "H", "H", "H", "H", "H", "H", "H", "H", "H", "H", "H", "H", "H", "H", "H", "H", "H"], "xyz": [[-2.613, -0.102, 3.736], [3.679, -3.515, 6.608], [-3.837, -1.240, -5.799], [8.147, 2.495, -0.041], [6.935, -0.634, 0.539], [-2.794, 4.333, 1.489], [0.376, 0.333, 4.300], [-4.712, -0.041, 1.540], [-0.190, -3.810, 2.729], [-4.571, 3.677, -2.604], [-2.084, 5.446, 0.879], [-5.713, -1.182, -4.495], [-2.124, 3.316, 2.238], [-4.830, 3.256, -6.613], [2.389, -3.885, 1.261], [-3.601, 2.658, -8.876], [1.880, -4.867, 2.178], [1.752, -6.787, -4.275], [-3.881, 1.835, -3.843], [0.507, -5.908, -4.209], [-5.260, 3.766, 0.666], [5.270, 0.406, 5.318], [4.300, 0.170, 6.508], [-0.291, -3.470, -1.455], [8.329, -0.197, -0.484], [-5.286, 4.524, -6.114], [4.079, -2.935, 2.751], [-1.649, -2.204, 4.035], [1.050, -4.167, -1.671], [-3.809, 3.545, 0.243], [-5.318, 4.297, -9.508], [4.600, -1.802, 3.392], [-6.404, 0.672, -3.233], [-5.652, 2.642, -7.593], [-5.308, 5.068, 1.479], [0.997, -4.302, 3.306], [3.727, 1.471, 7.168], [0.820, -4.413, -4.232], [1.652, -3.907, -3.052], [4.065, -0.511, 3.216], [3.571, 1.889, 3.984], [-5.433, -0.084, -4.074], [-4.842, 2.550, -3.038], [2.961, -0.399, 2.332], [5.800, 1.263, 3.007], [2.971, -2.824, 1.898], [-0.490, -2.430, 3.024], [5.162, -0.516, 7.643], [-4.144, 4.981, 2.461], [-5.082, 2.889, -8.985], [-6.129, 1.890, -2.758], [3.128, -0.801, 6.217], [-4.097, 0.620, -4.353], [9.087, 0.985, 0.068], [2.441, -1.540, 1.686], [4.618, 0.742, 3.953], [-1.832, 3.636, -3.092], [1.576, -1.424, 1.022], [10.000, 1.138, -0.506], [-5.175, 5.927, 0.814], [6.752, 1.249, 3.575], [-0.130, -6.141, -5.066], [-4.983, 4.584, -5.068], [-5.919, 3.806, -0.201], [0.701, -5.176, 3.934], [9.360, 0.833, 1.110], [-4.222, -0.728, 4.325], [-2.437, -2.965, 3.881], [1.514, -3.594, 3.985], [2.529, -0.424, 5.377], [3.458, 2.374, 3.001], [-7.346, 0.179, -3.032], [3.589, -1.753, 5.852], [-1.294, -2.292, 5.086], [1.471, -7.843, -4.288], [-0.192, -2.388, -1.577], [2.325, -6.582, -5.182], [3.810, 2.667, 4.722], [5.639, 2.298, 2.672], [-6.697, 2.942, -7.510], [-0.659, -3.663, -0.445], [-3.382, 1.664, -8.740], [2.740, 1.656, 6.699], [-4.730, 5.042, -8.967], [-3.074, 3.006, -9.676], [2.650, -4.356, -3.090], [-4.806, 5.341, -6.657], [4.502, -0.976, 8.399], [1.232, -5.538, 1.587], [5.848, -1.261, 7.188], [0.937, -5.242, -1.500], [-0.813, -1.979, 2.065], [5.932, 0.556, 2.167], [2.688, -5.521, 2.572], [2.585, 1.453, 4.229], [-5.474, 2.161, -9.697], [3.511, 1.239, 8.222], [-0.121, -3.858, -4.280], [0.395, -1.837, 3.362], [-6.370, 4.631, -6.169], [4.540, -3.918, 2.922], [-3.280, 3.137, -8.022], [-6.369, 4.566, -9.425], [5.819, 0.234, 8.118], [-3.418, 1.523, 3.449], [-1.049, -3.826, -2.153], [-3.863, 5.942, 2.888], [8.981, -1.068, -0.522], [-3.560, 2.482, 0.198], [1.751, -3.809, -0.914], [7.961, -0.003, -1.489], [-2.201, 0.414, 5.468], [1.805, -2.828, -3.175], [2.465, 0.547, 2.101], [-1.030, 0.578, 3.086], [-3.595, 4.019, -0.713], [5.926, 1.253, 5.598], [-0.075, -6.162, -3.318], [-6.259, 5.187, 1.996], [-3.107, -0.553, 2.005], [-6.833, 2.445, -2.150], [-5.040, 4.368, -10.562], [-3.312, 0.084, -4.994], [-5.609, 1.566, -7.393], [1.353, -4.177, -5.159], [4.361, 2.355, 7.019], [2.404, -6.631, -3.414], [2.494, -1.016, 7.117], [-5.589, 2.931, 1.291], [5.458, -1.906, 4.070], [-4.353, 4.263, 3.255], [5.952, -0.453, 5.178], [-2.963, 2.370, -4.010]], "atomic_forces_ev_per_a": [[-6.008, -0.722, -1.380], [0.078, -1.888, 0.568], [2.879, -3.426, -5.669], [-0.039, -0.006, 0.057], [0.151, -0.342, -0.385], [-0.716, -0.166, 0.122], [-0.063, 0.085, 0.427], [0.744, 0.094, 0.579], [1.191, 0.698, 0.578], [0.321, 0.047, -0.282], [0.184, -0.175, -0.102], [-2.305, 1.133, 2.199], [0.987, 0.285, -0.002], [-0.391, 0.390, -0.191], [0.124, 0.074, 0.903], [0.317, -0.367, 0.233], [-0.239, -0.720, 0.184], [-0.115, -0.091, 0.056], [-1.410, -0.403, 0.079], [0.098, 0.017, -0.097], [-0.228, -0.028, 0.216], [-0.865, 0.533, -0.051], [0.634, -0.388, 1.763], [0.028, -0.219, 0.114], [0.169, -0.065, -0.133], [0.375, -0.029, 0.117], [-0.034, -0.085, 0.067], [1.255, -0.270, -0.063], [0.002, 0.268, -0.051], [-0.096, -0.251, -0.239], [0.279, 0.044, -0.258], [-0.051, 0.328, 0.093], [0.208, 0.341, 0.094], [0.453, -0.764, 0.446], [0.041, -0.039, -0.200], [-0.636, -1.268, -0.244], [-0.886, -0.889, -0.956], [-0.106, 0.086, 0.011], [0.066, -0.148, -0.014], [-0.996, 0.087, 0.152], [-0.329, -0.578, 0.224], [-0.055, -0.323, 0.159], [-0.081, 0.417, 0.004], [0.320, -0.985, -0.052], [0.189, -0.647, 0.700], [0.225, 1.024, 0.101], [-1.846, 0.926, 0.185], [0.090, 0.316, -0.805], [-0.363, 0.285, 0.105], [-0.538, 0.571, -0.228], [-0.170, -0.002, -0.011], [0.710, -0.255, -0.472], [0.977, 1.329, 1.432], [0.125, -0.035, -0.009], [0.092, 0.196, 0.023], [1.083, 0.417, -1.517], [-0.785, -0.056, 0.562], [0.346, -0.171, 0.276], [-0.058, -0.021, -0.048], [0.003, 0.023, 0.056], [-0.359, 0.051, -0.339], [-0.034, 0.016, 0.049], [-0.061, -0.041, -0.011], [0.065, 0.027, -0.022], [0.395, 0.288, -0.194], [-0.089, 0.013, -0.012], [0.253, -0.062, 0.690], [0.263, 0.415, -0.049], [-0.182, 0.101, -0.442], [0.012, -0.275, 0.384], [0.126, -0.289, 0.396], [0.023, -0.032, 0.015], [-0.739, 2.376, -0.433], [-0.110, -0.233, -0.384], [0.066, 0.008, -0.013], [-0.036, -0.001, -0.036], [0.029, 0.013, 0.037], [0.009, -0.302, -0.277], [0.006, -0.444, -0.073], [0.052, 0.165, -0.173], [-0.035, 0.076, -0.013], [-0.044, -0.048, 0.002], [0.490, 0.334, 0.273], [-0.078, -0.030, 0.111], [-0.114, -0.043, -0.057], [-0.004, 0.013, -0.022], [-0.131, 0.056, -0.042], [0.376, 0.217, -0.094], [0.285, 0.463, 0.094], [-0.354, 0.039, 0.338], [0.021, -0.005, -0.040], [0.323, -0.323, 0.316], [-0.181, 1.019, 0.518], [-0.141, 0.518, -0.053], [0.241, 0.480, 0.138], [0.032, -0.071, 0.115], [0.262, 0.442, -0.242], [0.020, 0.002, 0.006], [-0.034, -0.778, -0.251], [0.004, -0.119, -0.062], [-0.174, 0.412, -0.145], [-0.180, -0.014, 0.030], [0.018, -0.068, 0.021], [-0.353, -0.394, -0.042], [0.410, 0.147, 0.518], [-0.017, 0.070, 0.002], [0.143, -0.049, -0.023], [0.004, 0.034, 0.068], [0.057, 0.001, 0.205], [-0.032, -0.105, -0.099], [-0.066, 0.054, 0.075], [1.625, 0.308, 0.284], [-0.016, 0.000, 0.027], [0.343, -0.221, 0.183], [0.747, 0.354, -0.587], [0.000, 0.165, 0.156], [-0.321, -0.336, -0.081], [-0.004, 0.042, -0.009], [0.034, -0.009, 0.012], [1.564, 0.057, -0.697], [0.025, -0.017, 0.037], [-0.037, 0.025, 0.013], [-0.505, 1.068, 1.512], [-0.010, 0.007, 0.104], [-0.009, -0.032, -0.001], [-0.108, -0.357, 0.336], [0.019, 0.004, -0.026], [0.437, 0.412, -0.650], [0.138, -0.060, -0.037], [-0.279, -0.187, -0.457], [0.138, -0.089, -0.068], [-0.340, 0.359, 0.147], [0.794, 0.186, -0.381]]}

(3)
{"formula": "C4H5NO2", "method": "ωB97M-V with the def2-TZVPD basis set", "energy_ha": -360.49069, "molar_mass_g_mol": 99.09, "homo_energy_ha": -0.334, "gap_ev": 10.00, "smiles": "O=C=CCN1CO1", "multiplicity": 1, "largest_force_ev_per_a": 3.9, "symbols": ["O", "O", "N", "C", "C", "C", "C", "H", "H", "H", "H", "H"], "xyz": [[-0.149, 1.435, 0.159], [3.036, 0.288, 0.502], [-0.642, 0.420, -0.674], [1.196, -1.121, -0.184], [-1.491, 1.317, -0.027], [2.144, -0.368, 0.227], [-0.291, -0.783, -0.042], [-2.100, 2.072, -0.603], [-0.998, -1.589, -0.582], [-0.451, -0.721, 1.107], [-2.024, 0.913, 0.869], [1.771, -1.863, -0.752]], "atomic_forces_ev_per_a": [[1.896, 2.697, 0.818], [1.537, 0.961, 0.738], [0.423, -0.141, -2.583], [-1.250, -1.139, -1.000], [-3.064, -0.215, 1.361], [0.049, 1.100, 0.319], [-1.143, -3.593, 0.995], [1.098, -0.813, 0.384], [1.783, 1.391, 1.592], [-0.372, -0.240, -1.736], [0.244, 0.427, -0.633], [-1.201, -0.437, -0.256]]}